Record 1
DFT (ωB97M-V with the def2-TZVPD basis set) results for 2 unconnected molecules or ions with the total composition C20H41N2O.

Geometry as XYZ:
```
64
C20H41N2O (ωB97M-V with the def2-TZVPD basis set)
C -0.025 2.518 1.173
C 1.423 2.660 0.651
C 1.793 1.581 -0.384
C 1.906 2.089 -1.838
C 1.332 1.155 -2.902
C -0.182 1.206 -3.089
C -0.998 0.452 -2.043
C -2.502 0.461 -2.334
C -3.301 -0.132 -1.181
C -3.151 -1.656 -1.134
C -3.442 -2.272 0.252
C -2.223 -3.045 0.790
C -1.345 -2.152 1.701
C -0.172 -1.499 0.972
C 0.968 -2.416 0.552
C 1.499 -3.270 1.676
O 2.682 -3.988 1.349
C 3.192 -3.799 0.052
C 3.297 -2.340 -0.373
N 2.130 -1.538 0.141
H -0.069 2.669 2.247
H -0.403 1.517 0.968
H -0.674 3.243 0.686
H 1.572 3.655 0.240
H 2.094 2.597 1.505
H 2.761 1.163 -0.099
H 1.079 0.757 -0.338
H 2.967 2.223 -2.051
H 1.456 3.075 -1.948
H 1.774 1.446 -3.856
H 1.672 0.131 -2.718
H -0.416 0.762 -4.058
H -0.538 2.237 -3.117
H -0.658 -0.590 -2.056
H -0.833 0.877 -1.055
H -2.673 -0.108 -3.248
H -2.815 1.490 -2.515
H -2.983 0.296 -0.229
H -4.355 0.122 -1.302
H -3.817 -2.098 -1.871
H -2.126 -1.881 -1.430
H -4.313 -2.918 0.200
H -3.645 -1.467 0.955
H -2.540 -3.918 1.356
H -1.629 -3.378 -0.061
H -1.946 -1.322 2.067
H -1.037 -2.702 2.589
H 0.247 -0.710 1.603
H -0.576 -1.027 0.075
H 0.691 -2.998 -0.324
H 0.746 -3.976 2.014
H 1.726 -2.614 2.524
H 4.202 -4.201 0.052
H 2.626 -4.376 -0.682
H 3.307 -2.279 -1.457
H 4.208 -1.872 -0.015
H 2.406 -1.030 0.982
H 1.819 -0.850 -0.547
C -0.797 5.895 3.514
C 0.494 5.232 3.414
N 1.511 4.708 3.335
H -1.592 5.161 3.637
H -0.812 6.568 4.369
H -0.997 6.475 2.615
```

Calculated values
Net charge: +1
Highest occupied orbital energy (eV): -13.31
HOMO-LUMO gap (eV): 10.81
2S+1: 1
ΔE to the lowest compared entry with this formula, charge and spin (kcal/mol): 0.00
Molar mass (g mol⁻¹): 325.6
LUMO level (Ha): -0.0920

The net atomic charges from natural (NBO), expressed in e, are: -0.61, -0.41, -0.39, -0.41, -0.38, -0.40, -0.40, -0.38, -0.39, -0.40, -0.40, -0.40, -0.40, -0.43, -0.06, -0.09, -0.50, -0.09, -0.25, -0.52, 0.23, 0.18, 0.21, 0.22, 0.22, 0.18, 0.16, 0.21, 0.21, 0.23, 0.16, 0.21, 0.21, 0.17, 0.19, 0.20, 0.21, 0.19, 0.22, 0.22, 0.17, 0.22, 0.20, 0.22, 0.18, 0.22, 0.21, 0.21, 0.24, 0.23, 0.22, 0.18, 0.23, 0.18, 0.23, 0.23, 0.43, 0.46, -0.73, 0.30, -0.35, 0.25, 0.26, 0.26


Record 2
DFT (ωB97M-V with the def2-TZVPD basis set) results for a molecular structure, C20H41N2P3STi in a non-equilibrium geometry.

Geometry as XYZ:
```
68
C20H41N2P3STi (ωB97M-V with the def2-TZVPD basis set)
Ti 0.355 0.231 -0.045
P 0.855 -2.383 0.713
P 1.646 0.289 -2.559
P -1.500 -1.034 -1.279
H -0.634 1.719 4.755
C -1.126 0.744 4.709
C -0.444 -0.403 4.854
H 0.643 -0.421 5.020
C 2.030 -2.673 2.093
C 1.645 -3.382 -0.620
C -0.496 -3.487 1.300
C 1.528 2.058 -3.061
C 3.468 0.083 -2.726
C 1.136 -0.556 -4.117
C -2.747 -1.221 0.061
C -1.511 -2.685 -2.106
C -2.373 -0.034 -2.559
H -2.211 0.736 4.548
H -0.983 -1.347 4.998
H 1.783 -2.013 2.931
H 3.073 -2.487 1.814
H 1.919 -3.719 2.417
H 2.467 -2.822 -1.081
H 0.925 -3.630 -1.405
H 2.041 -4.313 -0.196
H -1.288 -2.906 1.782
H -0.088 -4.182 2.045
H -0.939 -4.083 0.495
H 1.911 2.241 -4.086
H 2.109 2.660 -2.344
H 0.476 2.369 -2.995
H 3.805 0.300 -3.758
H 3.759 -0.950 -2.459
H 3.996 0.752 -2.023
H 1.686 -0.180 -5.003
H 0.063 -0.415 -4.300
H 1.319 -1.636 -4.035
H -3.710 -0.848 -0.309
H -2.472 -0.636 0.947
H -2.853 -2.277 0.349
H -2.460 -2.840 -2.634
H -1.368 -3.517 -1.409
H -0.706 -2.711 -2.854
H -3.175 0.571 -2.123
H -2.819 -0.736 -3.277
H -1.711 0.665 -3.085
C -2.293 2.810 0.322
C -2.899 3.769 -0.534
C -3.902 4.580 -0.037
C -4.368 4.385 1.275
C -3.816 3.397 2.089
C -2.782 2.586 1.631
S -0.981 2.002 -0.449
H -0.027 0.109 1.530
H -2.475 3.867 -1.546
H -4.273 5.359 -0.698
H -5.138 5.061 1.642
H -4.167 3.289 3.111
H -2.324 1.812 2.254
N 2.714 1.720 1.421
C 3.939 1.611 1.952
C 4.474 0.418 1.478
C 3.505 -0.137 0.646
N 2.401 0.658 0.622
H 2.040 2.491 1.533
H 4.350 2.375 2.590
H 5.447 0.016 1.692
H 3.546 -1.071 0.092
```

Calculated values
Net charge: +4
Highest occupied orbital energy (alpha / beta) (eV): -20.60 / -19.46
HOMO-LUMO gap (alpha / beta) (eV): 3.95 / 2.58
2S+1: 1
ΔE to the lowest compared entry with this formula, charge and spin (kcal/mol): 23.16
Molar mass (g mol⁻¹): 482.4
LUMO level (alpha / beta) (Ha): -0.6120 / -0.6202

The net atomic charges from natural (NBO), expressed in e, are: 1.29, 0.95, 0.81, 0.88, 0.21, -0.32, -0.29, 0.22, -0.92, -0.93, -0.94, -0.92, -0.92, -0.93, -0.94, -0.92, -0.94, 0.20, 0.23, 0.26, 0.26, 0.29, 0.25, 0.26, 0.30, 0.26, 0.29, 0.26, 0.30, 0.25, 0.23, 0.29, 0.25, 0.26, 0.29, 0.24, 0.26, 0.28, 0.25, 0.29, 0.30, 0.26, 0.27, 0.26, 0.29, 0.25, -0.07, -0.12, -0.18, 0.10, -0.15, -0.16, 0.17, -0.32, 0.27, 0.30, 0.29, 0.28, 0.26, -0.31, 0.08, -0.28, 0.02, -0.48, 0.44, 0.29, 0.29, 0.24


Record 3
DFT (ωB97M-V with the def2-TZVPD basis set) results for a molecular structure, C20H41O11S5Ti in a non-equilibrium geometry.

Geometry as XYZ:
```
78
C20H41O11S5Ti (ωB97M-V with the def2-TZVPD basis set)
Ti 11.870 10.655 9.166
O 12.822 12.158 8.455
H 13.774 12.398 8.285
C 8.503 11.383 4.647
C 9.953 11.625 4.357
C 10.721 11.795 5.664
S 9.554 11.937 6.934
O 9.186 13.353 6.973
O 9.971 11.280 8.159
C 8.215 11.027 6.089
H 8.154 10.634 3.932
H 7.945 12.279 4.404
H 10.154 12.451 3.669
H 10.257 10.733 3.792
H 11.239 12.723 5.646
H 11.484 11.059 5.956
H 7.226 11.244 6.466
H 8.471 9.946 6.154
C 13.197 7.613 5.656
C 13.900 8.680 4.717
C 14.174 8.436 3.264
S 10.892 8.556 7.140
O 10.052 7.569 7.918
O 12.058 9.059 7.901
C 11.713 7.521 5.768
H 13.389 7.937 6.721
H 13.656 6.611 5.592
H 14.913 8.885 5.186
H 13.386 9.649 4.887
H 13.498 8.054 2.643
H 14.884 9.005 2.697
H 11.082 7.738 4.931
H 11.288 6.578 6.234
C 6.989 8.827 10.271
C 7.544 7.523 9.792
C 8.769 7.225 10.709
S 9.408 8.827 11.053
O 10.678 8.996 10.309
O 9.408 9.055 12.469
C 8.085 9.815 10.419
H 6.509 8.754 11.278
H 6.234 9.262 9.563
H 7.802 7.513 8.757
H 6.886 6.657 9.931
H 9.523 6.666 10.216
H 8.517 6.865 11.652
H 8.535 10.285 9.510
H 7.935 10.565 11.239
C 14.166 7.090 11.156
C 13.171 7.653 12.148
C 13.829 8.914 12.535
S 14.480 9.633 11.026
O 15.853 10.071 11.191
O 13.476 10.538 10.577
C 14.470 8.125 10.084
H 13.716 6.184 10.683
H 15.154 6.778 11.578
H 12.886 7.009 12.988
H 12.310 8.060 11.686
H 14.746 8.813 13.168
H 13.188 9.735 12.828
H 15.376 7.981 9.517
H 13.586 8.175 9.557
C 12.114 15.810 11.218
C 11.071 15.956 10.065
C 10.731 14.550 9.594
S 10.759 13.469 11.032
O 11.286 12.151 10.857
O 9.534 13.461 11.771
C 11.957 14.468 11.913
H 12.011 16.628 11.906
H 13.138 15.685 10.892
H 11.548 16.556 9.221
H 10.221 16.568 10.393
H 11.318 14.050 8.840
H 9.712 14.489 9.140
H 12.890 13.945 11.840
H 11.549 14.498 12.915
```

Calculated values
Highest occupied orbital energy (alpha / beta) (eV): -4.72 / -7.47
HOMO-LUMO gap (alpha / beta) (eV): 5.13 / 7.88
2S+1: 4
Expectation value of S²: 3.76
Molar mass (g mol⁻¹): 665.7
LUMO level (alpha / beta) (Ha): 0.0154 / 0.0149

The net atomic charges from Mulliken, expressed in e, are: 1.23, -0.65, 0.01, -0.84, -0.69, -0.18, 0.88, -0.77, 0.22, -0.50, 0.50, 0.23, 0.29, 0.23, 0.64, -0.12, 0.57, 0.07, 0.05, 0.06, -1.20, 0.97, -0.75, -0.87, -1.26, -0.36, 0.44, 0.28, 0.05, 0.44, 0.36, 0.47, 0.43, -0.64, -0.50, -1.24, 1.26, -0.17, -0.87, 0.57, 0.30, 0.33, 0.22, 0.39, 0.38, 0.68, -0.89, 0.43, -0.86, 0.08, -1.07, 1.05, -0.75, -0.42, 0.03, 0.41, 0.34, 0.44, -0.26, 0.36, 0.52, 0.50, -0.33, -0.71, -0.67, -0.39, 0.98, -0.81, -0.72, -0.82, 0.32, 0.33, 0.29, 0.35, 0.22, 0.39, 0.29, 0.44